{"formula": "C35H55BN2O9S", "method": "wB97M-V/def2-TZVPD", "elements": ["C", "C", "C", "C", "C", "C", "C", "C", "C", "C", "C", "C", "C", "C", "N", "C", "C", "O", "C", "O", "S", "C", "C", "C", "C", "N", "C", "B", "C", "O", "C", "C", "C", "C", "C", "C", "H", "H", "H", "H", "H", "H", "H", "H", "H", "H", "H", "H", "H", "H", "H", "H", "H", "H", "H", "H", "H", "H", "H", "H", "H", "H", "H", "H", "H", "H", "H", "H", "H", "H", "H", "H", "H", "H", "H", "H", "H", "H", "H", "H", "H", "H", "H", "C", "C", "O", "C", "O", "O", "H", "H", "H", "H", "C", "C", "O", "C", "O", "O", "H", "H", "H", "H"], "positions_angstrom": [[13.184, -1.541, -0.367], [11.823, -1.962, -1.077], [10.690, -2.009, 0.036], [10.298, -0.519, 0.466], [8.980, -0.073, -0.300], [7.642, -0.526, 0.412], [6.655, 0.683, 0.748], [5.452, 0.813, -0.268], [4.081, 1.246, 0.402], [2.849, 0.565, -0.323], [1.470, 0.858, 0.422], [0.326, 1.365, -0.547], [-0.842, 0.292, -0.746], [-1.529, 0.044, 0.675], [-3.008, 0.064, 0.608], [-3.651, -0.781, 1.650], [-5.224, -0.458, 1.608], [-5.666, -0.203, 0.269], [-7.036, 0.099, 0.206], [-7.831, -0.940, 0.832], [-7.497, 1.696, 1.033], [-7.421, 0.040, -1.335], [-7.694, -1.295, -1.890], [-8.069, -1.238, -3.326], [-8.103, 0.085, -3.931], [-7.809, 1.296, -3.402], [-7.460, 1.286, -2.082], [-3.193, -0.437, 3.173], [-2.676, 1.022, 3.649], [-3.256, -1.403, 4.214], [-3.413, -2.288, 1.249], [-4.228, -2.967, 0.216], [-3.974, -4.361, -0.182], [-2.886, -5.161, 0.411], [-2.099, -4.509, 1.450], [-2.352, -3.125, 1.845], [13.482, -0.537, -0.783], [14.000, -2.294, -0.551], [12.997, -1.410, 0.734], [11.479, -1.188, -1.823], [11.900, -2.941, -1.615], [11.070, -2.621, 0.894], [9.743, -2.494, -0.348], [11.150, 0.163, 0.182], [10.196, -0.450, 1.582], [9.065, 1.043, -0.438], [9.078, -0.509, -1.340], [7.920, -1.083, 1.344], [7.151, -1.283, -0.268], [7.281, 1.619, 0.752], [6.309, 0.504, 1.810], [5.281, -0.210, -0.711], [5.782, 1.519, -1.083], [4.123, 1.017, 1.503], [4.015, 2.370, 0.319], [3.060, -0.543, -0.297], [2.840, 0.965, -1.376], [1.160, -0.077, 0.972], [1.613, 1.634, 1.226], [0.771, 1.563, -1.556], [-0.173, 2.274, -0.101], [-0.328, -0.651, -1.072], [-1.591, 0.654, -1.501], [-1.093, -0.893, 1.100], [-1.170, 0.892, 1.339], [-3.301, 1.033, 0.778], [-5.357, 0.432, 2.297], [-5.725, -1.323, 2.112], [-8.682, -0.535, 1.081], [-8.863, 1.641, 1.107], [-7.632, -2.237, -1.309], [-8.329, -2.168, -3.888], [-8.424, 0.100, -5.008], [-7.211, 2.269, -1.610], [-2.620, 1.750, 2.796], [-1.605, 0.860, 3.980], [-3.239, 1.417, 4.530], [-4.031, -1.982, 4.085], [-5.053, -2.455, -0.325], [-4.604, -4.827, -0.981], [-2.731, -6.198, 0.042], [-1.273, -5.093, 1.934], [-1.686, -2.714, 2.646], [-8.741, 2.714, -6.788], [-10.127, 3.137, -6.388], [-10.652, 3.683, -7.595], [-9.959, 3.128, -8.627], [-10.255, 3.242, -9.774], [-8.885, 2.425, -8.176], [-8.398, 1.838, -6.242], [-8.008, 3.516, -6.669], [-10.750, 2.293, -6.081], [-10.123, 3.881, -5.593], [4.173, 2.608, 5.758], [5.140, 1.464, 5.627], [4.347, 0.448, 5.019], [3.328, 1.067, 4.363], [2.581, 0.522, 3.615], [3.276, 2.391, 4.674], [4.660, 3.579, 5.671], [3.611, 2.576, 6.694], [5.980, 1.698, 4.968], [5.527, 1.130, 6.589]], "lumo_ev": 0.183, "smiles": "CCCCCCCCCCCCCCN[C@](CO[C@@](O)(S)c1cccnc1)(B(C)O)c1ccccc1.O=C1OCCO1.O=C1OCCO1", "charge": 0, "homo_energy_ev": -8.6}

***

{"formula": "H2NO2S", "method": "wB97M-V/def2-TZVPD", "elements": ["N", "O", "O", "S", "H", "H"], "positions_angstrom": [[0.283, -1.221, -0.895], [0.716, 1.322, -0.455], [1.529, -0.434, 1.126], [0.557, -0.041, 0.070], [-0.495, -0.912, -1.497], [-2.589, 1.286, 1.650]], "lumo_ev": [4.189, 2.813], "charge": -1, "homo_energy_ev": [-4.5, -2.5]}

***

{"formula": "C37H29CoN9O4SSe", "method": "wB97M-V/def2-TZVPD", "elements": ["Co", "N", "C", "C", "C", "C", "C", "C", "S", "O", "O", "N", "C", "N", "C", "C", "C", "N", "H", "H", "H", "H", "H", "H", "H", "H", "H", "Se", "N", "C", "C", "C", "C", "C", "N", "C", "C", "N", "C", "C", "C", "C", "C", "N", "H", "H", "H", "H", "H", "H", "C", "C", "C", "C", "C", "C", "N", "C", "C", "C", "C", "C", "C", "C", "O", "O", "C", "C", "H", "H", "H", "H", "H", "H", "H", "H", "H", "H", "H", "H", "H", "H"], "positions_angstrom": [[0.865, -0.579, -0.030], [3.346, 6.135, -3.823], [2.715, 5.410, -2.846], [1.688, 5.977, -2.081], [1.037, 5.235, -1.117], [1.403, 3.917, -0.900], [2.422, 3.337, -1.645], [3.068, 4.072, -2.618], [0.626, 3.003, 0.396], [1.565, 2.892, 1.487], [-0.649, 3.576, 0.689], [0.493, 1.465, -0.211], [-0.239, 1.285, -1.334], [-0.912, 2.248, -1.973], [-1.613, 1.887, -3.033], [-1.692, 0.575, -3.494], [-0.942, -0.352, -2.806], [-0.200, -0.011, -1.757], [3.205, 7.126, -3.879], [4.175, 5.769, -4.250], [1.403, 7.008, -2.256], [0.240, 5.665, -0.524], [2.704, 2.308, -1.455], [3.852, 3.619, -3.214], [-2.137, 2.690, -3.543], [-2.290, 0.302, -4.349], [-0.919, -1.395, -3.101], [7.210, -4.875, 0.411], [6.907, -3.145, 0.645], [5.633, -2.943, 0.470], [4.989, -1.644, 0.594], [5.676, -0.473, 0.922], [4.965, 0.698, 1.044], [3.582, 0.684, 0.864], [2.925, -0.421, 0.530], [3.616, -1.566, 0.384], [2.835, -2.742, -0.015], [1.576, -2.515, -0.288], [0.722, -3.597, -0.670], [1.338, -4.958, -0.706], [2.637, -5.145, -0.439], [3.449, -4.019, -0.103], [4.851, -4.119, 0.145], [5.526, -5.248, 0.071], [6.746, -0.517, 1.073], [5.457, 1.628, 1.291], [2.987, 1.577, 1.020], [0.296, -3.359, -1.654], [0.668, -5.772, -0.947], [3.099, -6.122, -0.466], [-4.085, 3.575, 1.863], [-3.595, 2.183, 2.162], [-3.014, 1.911, 3.394], [-2.591, 0.632, 3.706], [-2.788, -0.402, 2.811], [-3.374, -0.148, 1.574], [-3.720, -1.203, 0.701], [-3.652, -2.552, 1.024], [-4.856, -3.265, 1.128], [-4.887, -4.590, 1.504], [-3.702, -5.261, 1.796], [-2.505, -4.611, 1.608], [-2.455, -3.271, 1.191], [-1.159, -2.743, 0.698], [-0.420, -3.749, 0.209], [-0.822, -1.569, 0.669], [-3.745, 1.157, 1.224], [-4.361, 1.445, -0.124], [-4.052, 4.186, 2.763], [-5.113, 3.556, 1.497], [-3.463, 4.059, 1.106], [-2.895, 2.709, 4.115], [-2.123, 0.432, 4.661], [-2.546, -1.418, 3.094], [-4.505, -0.976, 0.115], [-5.780, -2.732, 0.943], [-5.838, -5.098, 1.589], [-3.722, -6.287, 2.134], [-1.577, -5.141, 1.765], [-5.453, 1.368, -0.089], [-3.987, 0.774, -0.899], [-4.121, 2.458, -0.442]], "lumo_ev": [-3.711, -5.430], "multiplicity": 5, "charge": 1, "homo_energy_ev": [-9.7, -9.7]}

***

{"formula": "C5H36N2O11", "method": "wB97M-V/def2-TZVPD", "elements": ["C", "C", "C", "C", "C", "N", "N", "H", "H", "H", "H", "H", "H", "H", "H", "H", "H", "H", "H", "H", "H", "H", "H", "O", "H", "H", "O", "H", "H", "O", "H", "H", "O", "H", "H", "O", "H", "H", "O", "H", "H", "O", "H", "H", "O", "H", "H", "O", "H", "H", "O", "H", "H", "O"], "positions_angstrom": [[0.228, 1.684, -1.747], [-0.816, 1.892, -0.668], [-0.188, 1.316, 0.613], [-0.208, -0.200, 0.742], [1.181, -2.218, 0.150], [1.184, -0.750, 0.532], [-1.249, 3.292, -0.525], [1.249, 1.941, -1.548], [-0.235, 1.878, -2.737], [0.247, 0.588, -1.963], [-1.766, 1.446, -0.980], [0.778, 1.724, 0.896], [-0.854, 1.781, 1.372], [-0.570, -0.483, 1.760], [-0.847, -0.774, 0.058], [2.061, -2.399, -0.467], [1.188, -2.854, 1.031], [0.424, -2.413, -0.620], [1.659, -0.181, -0.174], [-0.815, 3.930, 0.111], [-1.567, 3.749, -1.351], [-1.956, -1.029, -3.305], [-1.598, -0.867, -1.891], [-1.255, -0.607, -2.789], [-3.372, -0.847, -0.642], [-3.904, -2.195, -1.246], [-3.067, -1.752, -1.047], [-3.399, -0.013, 1.258], [-3.134, 1.100, 0.209], [-3.680, 0.324, 0.366], [2.626, 0.079, -1.788], [4.145, 0.058, -1.189], [3.258, 0.426, -1.152], [0.487, -1.246, -3.087], [1.512, -0.354, -3.791], [1.449, -1.162, -3.252], [2.890, -1.693, -2.513], [3.524, -3.033, -1.897], [3.654, -2.090, -2.043], [-1.746, -3.267, 1.269], [-2.588, -2.970, 0.135], [-1.839, -3.593, 0.355], [0.228, 0.667, 4.043], [-0.626, 1.799, 4.671], [-0.688, 0.921, 4.282], [2.084, 0.032, 2.885], [2.258, 1.450, 2.506], [1.909, 0.908, 3.260], [-1.861, 0.458, 3.155], [-2.801, -0.714, 3.537], [-2.682, -0.040, 2.850], [3.555, 2.728, 0.856], [2.755, 1.379, 0.494], [2.776, 2.193, 1.016]], "lumo_ev": [-2.573, -7.626], "multiplicity": 2, "charge": 1, "homo_energy_ev": [-12.0, -12.0]}

***

{"formula": "C21H22N2OS", "method": "wB97M-V/def2-TZVPD", "elements": ["C", "H", "O", "C", "C", "C", "C", "C", "C", "H", "H", "C", "C", "S", "C", "N", "N", "C", "H", "C", "H", "H", "C", "C", "C", "C", "C", "C", "C", "H", "H", "H", "H", "H", "C", "C", "H", "H", "H", "H", "H", "H", "H", "H", "H", "H", "H"], "positions_angstrom": [[5.025, 5.672, -0.460], [4.759, 5.670, 0.537], [3.934, 5.726, -1.335], [2.790, 5.024, -1.200], [1.561, 5.330, -2.156], [0.539, 4.629, -1.881], [0.447, 3.628, -0.879], [1.679, 3.217, -0.328], [2.829, 4.034, -0.381], [3.563, 3.762, 0.358], [1.811, 2.398, 0.516], [-0.501, 2.662, -1.012], [-1.932, 2.690, -1.792], [-2.822, 1.419, -1.150], [-1.733, 0.931, -0.096], [-0.650, 1.731, 0.157], [-2.184, -0.025, 0.929], [-3.182, -0.874, 0.749], [-3.898, -0.801, 1.312], [-2.678, -2.361, 1.044], [-3.418, -3.032, 0.330], [-2.633, -2.517, 2.136], [-1.204, -2.637, 0.450], [-0.875, -4.000, 0.527], [-0.783, -4.937, 1.302], [-0.614, -6.264, 1.501], [-0.420, -6.726, 0.284], [-0.084, -6.120, -0.872], [-0.583, -4.581, -0.736], [-0.606, -4.115, -1.670], [0.161, -6.541, -1.835], [0.018, -7.808, 0.147], [-0.598, -6.794, 2.436], [-1.345, -4.327, 2.427], [-0.363, -1.736, 1.210], [-0.819, -0.633, 1.849], [-1.472, -0.820, 2.580], [-0.263, 0.312, 2.197], [0.130, -2.382, 2.057], [0.683, -1.415, 0.669], [-1.402, -2.261, -0.481], [-3.383, -0.677, -0.132], [-2.009, 3.439, -2.468], [-0.354, 4.857, -2.547], [1.882, 6.215, -2.767], [5.639, 6.350, -0.840], [5.357, 4.686, -0.687]], "lumo_ev": 0.397, "charge": 0, "homo_energy_ev": -6.8}

***

{"formula": "C16H14N2O7", "method": "wB97M-V/def2-TZVPD", "elements": ["C", "C", "C", "O", "C", "O", "O", "H", "H", "H", "H", "C", "C", "C", "C", "C", "C", "N", "O", "O", "H", "H", "H", "H", "H", "C", "C", "C", "C", "C", "C", "N", "O", "O", "H", "H", "H", "H", "H"], "positions_angstrom": [[3.401, -4.092, 1.195], [2.546, -3.260, 1.112], [1.312, -2.520, 0.894], [0.165, -3.149, 1.462], [-0.052, -4.469, 1.218], [-0.541, -5.180, 2.035], [0.233, -4.890, -0.020], [4.173, -4.816, 1.268], [1.389, -1.535, 1.341], [1.182, -2.353, -0.179], [0.547, -4.175, -0.584], [0.788, 1.745, -2.698], [1.424, 0.740, -3.416], [2.448, 0.011, -2.834], [2.818, 0.308, -1.536], [2.205, 1.310, -0.807], [1.180, 2.031, -1.397], [3.884, -0.485, -0.900], [4.399, -1.365, -1.557], [4.161, -0.230, 0.254], [-0.016, 2.309, -3.152], [1.120, 0.521, -4.430], [2.949, -0.774, -3.381], [2.516, 1.522, 0.205], [0.683, 2.814, -0.844], [-4.628, 0.959, 1.613], [-4.430, 1.366, 0.301], [-3.396, 2.234, -0.009], [-2.577, 2.679, 1.011], [-2.758, 2.289, 2.325], [-3.795, 1.421, 2.623], [-1.466, 3.586, 0.687], [-1.327, 3.920, -0.475], [-0.737, 3.934, 1.590], [-5.434, 0.277, 1.850], [-5.080, 1.005, -0.484], [-3.233, 2.558, -1.026], [-2.102, 2.654, 3.101], [-3.951, 1.104, 3.644]], "lumo_ev": -0.825, "smiles": "O=[N+]([O-])c1ccccc1.O=[N+]([O-])c1ccccc1.C#CCOC(=O)O", "charge": 0, "homo_energy_ev": -10.3}

***

> Which of these has the lowest charge?

H2NO2S

***

> What is the charge in the second record?

-1

***

Repeat the second record exactly.
{"formula": "H2NO2S", "method": "wB97M-V/def2-TZVPD", "elements": ["N", "O", "O", "S", "H", "H"], "positions_angstrom": [[0.283, -1.221, -0.895], [0.716, 1.322, -0.455], [1.529, -0.434, 1.126], [0.557, -0.041, 0.070], [-0.495, -0.912, -1.497], [-2.589, 1.286, 1.650]], "lumo_ev": [4.189, 2.813], "charge": -1, "homo_energy_ev": [-4.5, -2.5]}